No. 1
A structure of composition C25H48BiCl3N4O3SSi at a distorted geometry. Source: the OMol25 dataset; level of theory: ωB97M-V/def2-TZVPD.

Structure (XYZ):
```
86
Properties=species:S:1:pos:R:3
C 2.367 -1.926 -5.014
C 1.539 -0.904 -4.331
H 2.528 -1.621 -6.059
H 1.934 -2.938 -5.047
H 3.331 -2.000 -4.493
C 0.696 -0.109 -4.985
C 0.594 -0.132 -6.472
H 0.084 0.645 -4.475
H 0.100 -1.037 -6.860
H 1.612 -0.077 -6.885
H 0.035 0.759 -6.783
Bi -1.274 -1.098 2.157
Cl 1.252 -1.169 2.530
Cl -2.237 -3.356 1.465
C 0.198 2.156 1.890
O -0.821 1.662 2.465
N 0.344 3.480 1.639
C -0.856 4.300 1.681
C 1.656 4.134 1.661
H 1.008 1.514 1.538
H -1.676 3.621 1.934
H -1.047 4.759 0.701
H -0.760 5.075 2.454
H 2.456 3.383 1.686
H 1.748 4.779 2.553
H 1.801 4.767 0.772
H -2.401 -1.771 -2.716
H -2.363 0.805 -3.690
C -3.263 -1.395 -2.146
C -3.218 0.923 -3.010
N -3.104 0.026 -1.875
H -3.340 -1.942 -1.202
C -3.217 0.511 -0.599
O -3.676 -0.092 0.371
H -3.245 1.956 -2.649
H -2.810 1.547 -0.498
H -4.160 -1.538 -2.763
H -4.134 0.688 -3.566
O 0.960 -2.050 -2.289
C 1.687 -0.928 -2.828
C 0.050 0.985 -2.212
C 1.342 0.448 -2.221
H -0.769 0.297 -2.424
C -0.177 2.350 -1.952
H 2.760 -1.008 -2.592
C 2.404 1.271 -1.853
H -1.213 2.739 -1.950
C 0.905 3.186 -1.692
C 2.203 2.645 -1.610
H 3.403 0.827 -1.816
H 0.733 4.270 -1.599
H 3.052 3.297 -1.367
Si 1.351 -3.614 -2.114
Cl -0.698 0.043 0.174
C -0.417 -4.155 -1.788
C 1.795 -3.595 -0.269
C 2.323 -4.659 -3.226
H -0.968 -3.424 -1.175
H -0.350 -5.095 -1.223
H -0.978 -4.340 -2.709
H 1.881 -4.690 -4.232
H 2.280 -5.672 -2.767
H 3.356 -4.323 -3.298
H 0.934 -3.262 0.342
H 2.644 -2.971 0.037
H 2.011 -4.640 0.006
C 1.761 -0.792 5.763
N 0.601 0.084 5.609
C 0.972 1.439 5.168
C -0.627 -0.429 5.308
S -0.910 -2.089 5.083
N -1.662 0.475 5.240
C -1.694 1.500 6.273
C -2.972 0.044 4.755
H 2.545 -0.235 6.290
H 2.165 -1.071 4.784
H 1.491 -1.697 6.304
H 0.281 1.817 4.410
H 1.007 2.122 6.027
H 1.976 1.402 4.726
H -1.526 2.494 5.838
H -2.689 1.508 6.729
H -0.947 1.287 7.046
H -3.033 0.081 3.656
H -3.206 -0.979 5.081
H -3.719 0.726 5.175
```

The HOMO energy comes out at -8.05 eV. For the total energy, the calculation gives -3709.0764 hartree. Its total charge is 0. As for the lowest unoccupied orbital energy: 0.2686 eV. The energy above the lowest of the compared OMol25 structures with the same formula, charge and spin comes out at 0.0 kJ/mol.

***

No. 2
A structure of composition C25H48F4IMgN2O3P. Source: the OMol25 dataset; level of theory: ωB97M-V/def2-TZVPD.

Structure (XYZ):
```
85
Properties=species:S:1:pos:R:3
C 2.212 -3.725 1.787
C 2.312 -2.462 2.200
C 3.153 -1.395 1.544
C 2.336 -0.144 1.153
N 2.827 1.106 1.795
N 4.245 1.275 1.878
P 1.901 1.509 3.209
C 2.954 0.888 4.585
O 2.164 3.122 3.345
C 2.121 -0.004 -0.374
C 1.271 -1.202 -0.817
C 1.234 -1.645 -2.289
C 0.703 -3.088 -2.404
C -0.836 -3.156 -2.448
C -1.512 -3.605 -1.138
C -2.137 -2.463 -0.308
C -3.607 -2.670 0.051
C -4.155 -1.636 1.035
C -4.235 -0.214 0.472
C -5.449 0.001 -0.459
C -6.533 0.891 0.166
C -6.288 2.390 -0.030
O -6.224 3.033 1.230
C -5.660 4.320 1.163
C 1.476 1.375 -0.636
C 0.603 1.568 -1.899
C -0.898 1.352 -1.688
I 0.992 3.605 -2.609
O 3.487 -0.073 -0.898
C 3.843 0.405 -2.155
C 5.101 1.211 -1.930
F 5.930 1.217 -2.974
F 5.898 0.605 -0.863
C 4.979 2.670 -1.491
F 4.576 2.792 -0.231
F 6.370 3.091 -1.343
H 1.565 -4.426 2.303
H 2.779 -4.104 0.941
H 1.757 -2.150 3.087
H 3.650 -1.821 0.668
H 3.935 -1.112 2.253
H 1.320 -0.250 1.549
H 4.625 0.835 2.715
H 4.410 2.271 1.957
H 3.582 1.685 4.991
H 3.556 0.016 4.314
H 2.264 0.578 5.376
H 2.926 3.468 2.872
H 0.242 -0.964 -0.512
H 1.553 -2.075 -0.224
H 0.535 -1.025 -2.857
H 2.217 -1.589 -2.763
H 1.077 -3.680 -1.563
H 1.122 -3.540 -3.308
H -1.222 -2.166 -2.717
H -1.133 -3.826 -3.259
H -0.752 -4.089 -0.514
H -2.269 -4.362 -1.351
H -2.045 -1.530 -0.879
H -1.577 -2.321 0.625
H -3.707 -3.662 0.508
H -4.197 -2.664 -0.874
H -3.511 -1.646 1.925
H -5.152 -1.942 1.367
H -4.304 0.492 1.307
H -3.308 0.039 -0.056
H -5.889 -0.967 -0.724
H -5.120 0.455 -1.400
H -6.578 0.710 1.244
H -7.508 0.620 -0.246
H -5.350 2.566 -0.579
H -7.098 2.839 -0.622
H -5.843 4.811 2.118
H -4.575 4.270 0.985
H -6.113 4.921 0.363
H 2.282 2.100 -0.624
H 0.848 1.642 0.220
H 0.944 0.988 -2.749
H -1.081 0.972 -0.677
H -1.283 0.601 -2.380
H -1.478 2.268 -1.792
H 3.120 1.056 -2.647
H 4.124 -0.390 -2.858
H 4.448 3.338 -2.181
Mg 7.063 1.814 0.038
```

The HOMO energy comes out at -12.27 eV. For the total energy, the calculation gives -2554.4808 hartree. Its total charge is +2. As for the lowest unoccupied orbital energy: -10.6655 eV.

***

No. 3
A cluster of 4 separate species, C25H49BrF5IN4O12P2 in total at a distorted geometry. Source: the OMol25 dataset; level of theory: ωB97M-V/def2-TZVPD.

Structure (XYZ):
```
99
Properties=species:S:1:pos:R:3
C -5.822 0.619 3.203
C -4.393 0.979 3.640
O -3.705 1.769 2.694
C -3.066 0.971 1.697
C -2.492 1.950 0.700
C -1.488 1.562 -0.424
P -0.956 3.384 -0.769
O -2.354 4.239 -0.775
O -0.494 3.461 -2.354
C -2.180 0.664 -1.595
C -2.116 1.109 -3.098
N -3.330 1.693 -3.670
C -3.669 3.065 -3.371
O -3.527 0.549 -1.253
C -4.411 -0.492 -1.632
C -4.365 -1.049 -3.053
O -1.364 -0.517 -1.666
C -0.652 -0.819 -0.440
C 0.569 -1.734 -0.709
C 0.759 -3.134 -0.113
C 1.656 -3.165 1.150
C 2.627 -4.317 1.190
F 3.154 -4.416 2.448
F 3.683 -4.088 0.353
C 2.045 -5.721 0.845
F 2.663 -6.667 1.539
F 0.753 -5.792 1.136
F 2.217 -6.004 -0.440
P -2.127 -1.734 0.370
O -1.530 -2.618 1.618
I -2.423 -3.575 -1.282
C -0.229 0.676 -0.056
C 0.846 1.035 -1.180
C 1.952 2.073 -0.916
C 0.577 0.895 1.251
Br 0.204 -0.391 2.738
C 0.541 2.255 1.950
C 1.711 2.415 2.944
H -6.558 1.192 3.770
H -5.970 0.773 2.133
H -6.033 -0.434 3.418
H -3.834 0.067 3.887
H -4.436 1.568 4.561
H -2.347 0.314 2.195
H -3.824 0.345 1.217
H -3.355 2.438 0.245
H -2.026 2.747 1.296
H -2.663 4.481 -1.655
H 0.122 4.198 -2.438
H -2.003 0.165 -3.637
H -1.221 1.685 -3.325
H -3.289 1.564 -4.672
H -2.846 3.775 -3.529
H -4.486 3.371 -4.032
H -4.066 3.123 -2.355
H -5.411 -0.066 -1.488
H -4.375 -1.326 -0.924
H -3.357 -1.324 -3.358
H -4.946 -1.977 -3.047
H -4.807 -0.349 -3.760
H 1.457 -1.174 -0.416
H 0.643 -1.795 -1.799
H 1.294 -3.709 -0.880
H -0.130 -3.702 0.109
H 2.213 -2.237 1.286
H 1.009 -3.267 2.025
H -2.133 -2.557 2.368
H 1.426 0.167 -1.475
H 0.357 1.316 -2.110
H 1.622 3.047 -0.555
H 2.734 1.718 -0.240
H 2.458 2.232 -1.872
H 1.617 0.622 1.085
H -0.378 2.307 2.534
H 0.603 3.068 1.234
H 2.605 1.884 2.605
H 1.452 2.085 3.948
H 1.987 3.472 2.993
C 4.699 -2.568 -2.486
N 3.435 -1.856 -2.820
O 3.170 -0.848 -2.197
O 2.743 -2.338 -3.688
H 5.197 -2.020 -1.695
H 4.429 -3.571 -2.168
H 5.298 -2.600 -3.390
C 4.969 4.886 -3.332
N 4.682 3.548 -2.745
O 4.684 3.445 -1.538
O 4.463 2.646 -3.526
H 5.142 5.583 -2.521
H 5.846 4.781 -3.963
H 4.106 5.170 -3.927
C 3.830 -3.650 5.510
N 4.469 -2.877 6.610
O 4.923 -1.785 6.347
O 4.491 -3.400 7.704
H 3.883 -3.063 4.601
H 4.373 -4.584 5.410
H 2.801 -3.837 5.801
```

The HOMO energy comes out at -8.36 eV. For the total energy, the calculation gives -6157.3317 hartree. Its total charge is 0. As for the lowest unoccupied orbital energy: -0.0136 eV. As for the SMILES: CCOCC[C@]1(P(O)O)[C@](CNC)(OCC)O[C@](CCCC(F)(F)C(F)(F)F)(P(O)I)[C@]1(CC)[C@H](Br)CC.C[N+](=O)[O-].C[N+](=O)[O-].C[N+](=O)[O-].

***

Which formula does entry 2 have?
C25H48F4IMgN2O3P